No. 1
Here is a molecular structure, C15H16ClIrN3O5S2 at a distorted geometry from the Open Molecules 2025 dataset. Energies are from ωB97M-V/def2-TZVPD.

Structure (XYZ):
```
43
Properties=species:S:1:pos:R:3:forces:R:3
Ir 0.6479 0.1034 -0.3318 -1.61 -0.07 -0.52
S -0.1646 1.5480 1.5761 0.82 -1.76 -1.42
C -0.8708 2.9266 0.7811 -0.16 0.28 -0.53
C -1.3925 3.9385 1.5877 0.07 -0.18 -0.12
C -1.9410 5.0770 1.0396 -0.09 0.23 -0.02
C -1.9407 5.2486 -0.3397 -0.12 0.12 0.10
C -1.4333 4.2585 -1.1505 0.11 -0.27 0.01
C -0.9255 3.0688 -0.6181 -0.04 0.07 0.62
S -0.4393 1.8368 -1.7471 1.12 -2.03 0.86
H -1.3502 3.8053 2.6583 -0.05 0.02 0.17
H -2.3695 5.8330 1.6818 0.02 0.10 0.07
H -2.3447 6.1514 -0.7753 -0.03 0.07 -0.05
H -1.4163 4.3694 -2.2244 -0.08 0.08 -0.15
C 3.2971 -0.8981 4.4526 0.10 -0.11 0.38
O 3.1349 -0.9723 3.0547 -0.24 0.04 -0.63
C 1.9233 -1.1943 2.5032 -0.26 -0.10 0.62
O 1.8307 -1.3771 1.3125 -0.14 0.22 -0.73
N 0.8777 -1.2683 3.3948 0.10 0.44 0.04
N -0.4005 -1.5352 2.8451 0.01 -0.16 -0.25
H 4.3721 -0.8435 4.6156 -0.08 0.02 0.03
H 2.8990 -1.7869 4.9499 -0.02 0.08 -0.05
H 2.8360 0.0005 4.8717 -0.01 0.01 -0.03
H 0.8979 -0.5469 4.1121 0.04 -0.11 -0.17
H -0.6334 -0.8389 2.1320 0.03 0.07 0.17
H -1.0803 -1.4742 3.5932 0.16 -0.01 -0.02
O 2.0736 -1.0022 -2.0649 -2.23 -0.74 0.63
N 2.9695 -0.1559 -1.9546 0.89 1.11 0.37
O 3.9641 -0.1818 -2.6410 0.57 -0.25 -0.53
O 2.8107 0.7397 -1.0949 -0.09 0.89 0.73
Cl -1.3625 -3.9051 -5.8412 0.00 -0.10 -0.28
C -1.2145 -3.1691 -4.2751 0.12 0.14 0.30
C -0.1596 -3.5308 -3.4466 -0.22 -0.19 -0.48
C -0.0760 -2.9976 -2.1848 -0.46 0.66 0.42
C -1.0253 -2.0644 -1.7220 -0.11 -0.66 -1.69
C -0.9623 -1.5350 -0.3957 1.36 2.73 1.65
C -2.0520 -1.6884 -2.6106 0.45 -0.03 0.60
C -2.1543 -2.2340 -3.8687 0.08 -0.27 -0.30
H 0.5826 -4.2318 -3.7970 0.04 -0.07 -0.05
H 0.7436 -3.2587 -1.5360 0.15 -0.10 0.09
H -0.5154 -2.2045 0.3319 -0.13 -0.15 0.08
H -1.9036 -1.1034 -0.0575 0.03 -0.11 0.09
H -2.7746 -0.9560 -2.2840 -0.08 0.11 0.04
H -2.9595 -1.9508 -4.5318 -0.01 0.00 -0.05
```
Positions in Å, forces in eV/Å.

As for the HOMO-LUMO gap: 0.2308 Ha. As for the charge: -1. The energy above the lowest of the compared OMol25 structures with the same formula, charge and spin comes out at 66.0 kcal per mole.

No. 2
Here is a single C15H16FN5O5S molecule at a distorted geometry from the Open Molecules 2025 dataset. Energies are from ωB97M-V/def2-TZVPD.

Structure (XYZ):
```
43
Properties=species:S:1:pos:R:3:forces:R:3
N -0.2030 1.4000 -6.7821 -0.50 -1.06 -0.31
C -0.4842 1.0110 -5.5081 1.21 1.77 -2.64
N 0.2313 1.7078 -4.7033 -1.10 -1.10 1.09
C 0.0631 1.3990 -3.3972 -1.36 0.08 -0.67
O 0.8621 1.8094 -2.6566 3.17 1.28 4.48
N -1.0887 0.7446 -2.8980 -1.04 -1.70 -3.36
C -1.3230 0.5432 -1.4980 -1.39 -1.37 -0.81
C -2.8425 0.4455 -1.1909 1.04 -0.44 -3.11
C -2.6998 0.0348 0.1926 -4.48 -1.61 1.44
C -1.6118 -0.9507 0.3475 -0.51 -1.95 -2.05
N -0.7917 -0.5697 1.4050 2.60 2.25 3.27
S 0.0248 -1.7068 2.2365 -2.64 -4.86 -1.74
O -1.0291 -2.3374 3.0381 1.72 1.09 0.46
O 0.5413 -2.6754 1.2321 0.71 2.12 1.83
C 1.2836 -0.9266 3.2448 1.00 0.56 -1.48
C 2.5441 -0.5592 2.6677 -3.46 -1.16 -0.57
C 3.4934 -0.0665 3.4558 2.79 0.71 1.96
C 3.3163 0.0403 4.8208 -3.77 -0.20 0.15
N 4.2825 0.6617 5.6530 2.64 1.36 0.71
O 3.8510 1.5682 6.3888 1.27 -1.76 -0.90
O 5.4903 0.3191 5.4933 -2.99 0.95 0.67
C 2.0169 -0.1695 5.3516 1.61 0.21 2.64
C 1.0249 -0.6870 4.5740 -1.46 -0.65 -0.25
C -0.8509 -0.7910 -0.9375 1.17 0.20 -0.97
C -1.7854 -0.0488 -3.8579 0.63 0.71 -0.61
C -1.4531 0.0462 -5.1698 -0.51 -0.50 0.27
F -2.0520 -0.6405 -6.2165 0.36 0.65 1.47
H -0.9375 1.2993 -7.4360 -0.35 0.00 -0.97
H 0.3939 2.2136 -6.7915 -0.22 -0.04 -0.26
H -0.9253 1.3609 -0.9530 0.56 0.92 0.27
H -3.3130 -0.3394 -1.8859 0.48 1.12 1.25
H -3.2423 1.4220 -1.4214 -0.73 0.13 0.34
H -3.6851 -0.2992 0.6409 1.18 0.46 -0.12
H -2.3281 0.8324 0.6984 0.33 2.77 1.84
H -2.0287 -1.9677 0.4323 0.63 0.33 0.49
H -0.1771 0.2401 1.2442 -0.61 -0.31 -0.25
H 2.6593 -0.6282 1.6128 0.23 -0.24 -0.67
H 4.4746 0.2569 3.1679 0.25 -0.06 -0.87
H 1.8062 -0.0271 6.4678 0.54 -0.02 -1.84
H 0.0304 -0.9242 4.9892 0.66 0.11 -0.27
H 0.2243 -0.7832 -0.7498 -0.06 -0.45 -0.33
H -1.1373 -1.5598 -1.6409 0.24 -0.33 -0.34
H -2.6250 -0.6979 -3.6605 0.14 0.03 0.73
```
Positions in Å, forces in eV/Å.

As for the HOMO-LUMO gap: 0.2781 Ha. As for the charge: 0. The energy above the lowest of the compared OMol25 structures with the same formula, charge and spin comes out at 46.2 kcal per mole.

No. 3
Here is a molecular structure, C15H16MgN2O5S2 from the Open Molecules 2025 dataset. Energies are from ωB97M-V/def2-TZVPD.

Structure (XYZ):
```
41
Properties=species:S:1:pos:R:3:forces:R:3
Mg 0.7488 -1.1792 -0.1356 -0.02 -0.87 -0.04
S 3.2645 -3.6814 -1.3413 0.03 0.28 0.18
C 3.4528 -2.7675 0.0951 -0.25 -0.36 -0.02
C 4.7540 -2.5006 0.6197 -0.05 -0.09 -0.15
C 4.9225 -2.0251 1.8873 0.06 0.03 0.09
C 3.7973 -1.7738 2.6833 0.06 -0.05 -0.04
C 2.5711 -1.9266 2.0861 -0.32 0.03 -0.22
N 2.3639 -2.3554 0.8211 0.49 0.22 0.20
H 5.5959 -2.7331 -0.0177 0.01 -0.01 0.01
H 5.9225 -1.8501 2.2740 0.00 -0.01 0.00
H 3.8694 -1.4069 3.6977 0.01 -0.01 0.01
H 1.6654 -1.6637 2.6219 0.01 0.05 -0.04
C -4.0515 3.4837 -2.0328 0.00 0.01 0.00
C -3.0332 2.8330 -1.1331 -0.01 -0.02 0.00
C -3.1028 2.9724 0.2472 0.00 0.00 0.05
C -2.1724 2.3525 1.0719 -0.02 -0.04 -0.12
C -1.1651 1.5795 0.5141 -0.01 0.10 -0.07
C -1.0677 1.4379 -0.8691 -0.01 -0.01 0.09
C -2.0041 2.0667 -1.6734 0.02 0.00 -0.03
S -0.0017 0.7546 1.5952 0.03 0.07 0.00
O 1.2649 0.6843 0.8364 -0.11 0.32 0.20
O 0.0151 1.5840 2.7848 0.11 0.01 0.13
N -0.4110 -0.7301 1.7670 -0.41 -0.01 -0.33
C -1.8124 -1.1337 1.6344 0.26 -0.03 0.25
C -2.1690 -1.5718 0.1950 0.34 0.10 0.07
O -3.3648 -1.7071 -0.0799 -0.05 -0.10 -0.03
O -1.1643 -1.7694 -0.5598 -0.20 -0.04 -0.06
H -4.8135 4.0069 -1.4526 0.01 0.00 0.00
H -4.5547 2.7399 -2.6541 0.01 -0.01 0.00
H -3.5818 4.2074 -2.7039 0.00 -0.01 0.00
H -3.8983 3.5679 0.6843 0.00 0.00 0.00
H -2.2117 2.4640 2.1472 0.00 0.01 0.00
H -0.2722 0.8458 -1.3230 -0.01 0.01 0.03
H -1.9339 1.9434 -2.7492 -0.01 0.00 0.01
H -2.5371 -0.3867 1.9688 0.00 0.05 -0.02
H -1.9600 -2.0159 2.2636 -0.07 0.01 0.04
C 1.4191 -0.8745 -3.1673 -0.10 -0.09 -0.06
O 1.2554 -0.6574 -1.8332 0.19 0.44 -0.21
H 0.5963 -1.4664 -3.6181 0.01 -0.01 0.02
H 2.3490 -1.4203 -3.4035 0.01 -0.01 0.02
H 1.4553 0.0729 -3.7488 0.02 0.02 0.01
```
Positions in Å, forces in eV/Å.

As for the HOMO-LUMO gap: 0.2164 Ha. As for the charge: -2. The energy above the lowest of the compared OMol25 structures with the same formula, charge and spin comes out at 9.6 kcal per mole.